{"formula": "C27H74N8O11", "method": "wB97M-V/def2-TZVPD", "largest_force_ha_per_bohr": 0.052, "homo_energy_ev": -8.464, "de_lowest_kj_mol": 0.0, "molar_mass_g_mol": 686.93, "homo_lumo_gap_ev": 8.742, "smiles": "COCCNCCOC.COCCNCCOC.NC(N)=O.NC(N)=O.NC(N)=O.CC(C)O.CC(C)O.CC(C)O.CC(C)O", "species": ["C", "O", "N", "N", "H", "H", "H", "H", "C", "O", "N", "N", "H", "H", "H", "H", "C", "O", "N", "N", "H", "H", "H", "H", "C", "C", "C", "O", "H", "H", "H", "H", "H", "H", "H", "H", "C", "C", "C", "O", "H", "H", "H", "H", "H", "H", "H", "H", "C", "C", "C", "O", "H", "H", "H", "H", "H", "H", "H", "H", "C", "C", "C", "O", "H", "H", "H", "H", "H", "H", "H", "H", "C", "O", "C", "C", "N", "C", "C", "O", "C", "H", "H", "H", "H", "H", "H", "H", "H", "H", "H", "H", "H", "H", "H", "H", "C", "O", "C", "C", "N", "C", "C", "O", "C", "H", "H", "H", "H", "H", "H", "H", "H", "H", "H", "H", "H", "H", "H", "H"], "xyz": [[4.200, 0.213, -1.224], [3.742, -0.941, -1.482], [4.487, 1.171, -2.182], [4.394, 0.656, 0.087], [4.242, 0.946, -3.133], [4.560, 2.118, -1.881], [4.972, 1.453, 0.273], [4.179, -0.013, 0.804], [4.505, -2.689, 1.660], [4.265, -1.569, 2.109], [4.642, -3.062, 0.300], [4.782, -3.796, 2.584], [4.341, -2.300, -0.359], [4.511, -4.050, 0.064], [5.523, -4.367, 2.207], [4.993, -3.493, 3.526], [-0.084, -2.599, 5.902], [-0.310, -2.959, 7.037], [1.089, -2.895, 5.273], [-0.889, -1.743, 5.149], [1.789, -3.385, 5.782], [1.490, -2.203, 4.660], [-1.796, -1.456, 5.464], [-0.745, -1.572, 4.163], [2.489, 4.178, -1.306], [3.562, 4.630, -0.325], [3.019, 4.402, 1.124], [4.767, 3.846, -0.561], [1.643, 4.850, -1.256], [2.103, 3.210, -1.002], [2.759, 4.106, -2.358], [3.701, 5.690, -0.487], [3.667, 4.749, 1.926], [2.744, 3.388, 1.387], [2.091, 4.944, 1.281], [5.512, 4.386, -0.301], [-0.493, 3.363, 2.998], [-0.078, 3.365, 4.467], [1.439, 3.299, 4.561], [-0.678, 4.487, 5.146], [-0.138, 4.301, 2.553], [-1.584, 3.353, 2.869], [0.009, 2.591, 2.422], [-0.417, 2.465, 4.989], [1.962, 4.220, 4.230], [1.907, 2.503, 3.980], [1.699, 3.241, 5.600], [-0.423, 5.353, 4.831], [0.684, -1.362, 0.358], [0.739, -0.423, 1.514], [-0.618, -0.075, 2.058], [1.505, -1.006, 2.550], [0.144, -2.274, 0.570], [1.683, -1.627, 0.031], [0.168, -0.942, -0.514], [1.226, 0.513, 1.160], [-1.098, -1.040, 2.157], [-1.138, 0.526, 1.307], [-0.456, 0.529, 2.962], [2.378, -1.196, 2.219], [-3.411, 2.612, -0.513], [-3.255, 4.112, -0.216], [-2.273, 4.712, -1.226], [-4.501, 4.847, -0.400], [-2.438, 2.149, -0.432], [-3.756, 2.484, -1.540], [-4.035, 2.069, 0.192], [-2.891, 4.207, 0.814], [-2.675, 4.597, -2.226], [-1.325, 4.150, -1.193], [-1.997, 5.741, -0.954], [-5.245, 4.221, -0.411], [-0.953, 2.454, -7.471], [-0.977, 1.480, -6.436], [-0.741, 2.005, -5.153], [-0.585, 0.764, -4.195], [0.457, -0.091, -4.793], [0.660, -1.350, -4.127], [-0.533, -2.297, -3.868], [-1.018, -2.729, -5.136], [-1.934, -3.743, -4.943], [-0.978, 1.916, -8.434], [-0.064, 3.116, -7.404], [-1.817, 3.139, -7.302], [-1.523, 2.661, -4.804], [0.209, 2.564, -5.212], [-1.543, 0.226, -4.089], [-0.190, 0.962, -3.187], [0.271, -0.286, -5.771], [1.050, -1.074, -3.135], [1.512, -1.772, -4.661], [-1.376, -1.973, -3.252], [-0.143, -3.146, -3.287], [-2.434, -3.886, -5.896], [-2.663, -3.452, -4.167], [-1.498, -4.690, -4.610], [-4.363, -0.827, -2.493], [-3.516, -1.822, -2.003], [-3.447, -1.971, -0.579], [-3.034, -3.395, -0.325], [-2.377, -3.529, 1.001], [-1.456, -4.653, 1.017], [-1.210, -4.913, 2.516], [-2.412, -5.460, 3.035], [-2.306, -5.625, 4.437], [-4.171, 0.171, -2.077], [-5.420, -1.005, -2.309], [-4.213, -0.779, -3.578], [-4.448, -1.725, -0.216], [-2.725, -1.279, -0.118], [-2.205, -3.643, -0.983], [-3.855, -4.049, -0.608], [-3.082, -3.608, 1.721], [-0.515, -4.385, 0.506], [-1.854, -5.547, 0.529], [-0.899, -3.985, 2.973], [-0.403, -5.669, 2.642], [-1.958, -4.718, 4.942], [-1.582, -6.413, 4.696], [-3.295, -5.873, 4.787]], "atomic_forces_ev_per_a": [[-0.7, -0.5, 0.5], [1.1, 2.4, 0.4], [-0.3, -1.8, 0.5], [-0.5, -0.7, -1.9], [0.0, 0.1, 0.2], [0.1, 0.6, 0.0], [0.0, 0.1, 0.0], [0.3, -0.2, 0.4], [1.2, -2.1, 0.3], [-0.2, -0.7, -0.9], [-0.8, 1.4, 2.0], [-0.4, 1.6, -1.8], [0.1, -1.0, 0.3], [0.0, 0.9, 0.1], [0.0, -0.3, 0.1], [-0.1, 0.2, -0.2], [0.1, 1.3, 0.0], [-0.8, -0.3, 0.1], [0.5, 0.1, -1.2], [0.0, -0.3, -0.1], [0.0, -0.3, 0.7], [-0.3, 0.0, -0.4], [0.0, -0.2, 0.5], [0.4, -0.3, 0.3], [-0.2, -0.3, 0.1], [-0.8, -1.3, 0.7], [0.1, 0.6, -0.2], [-0.8, 0.5, 0.0], [-0.2, 0.3, 0.1], [0.0, -0.4, 0.0], [0.5, 0.1, 0.1], [0.6, 0.3, 0.0], [0.4, 0.1, -0.2], [0.3, -0.5, -0.5], [-0.2, 0.4, -0.3], [0.3, 0.1, 0.1], [-0.2, 0.7, 0.0], [0.3, 0.4, -0.9], [0.6, 1.3, 0.0], [-0.1, -1.2, 0.6], [-0.1, 0.1, 0.1], [0.3, -0.3, 0.0], [-0.2, -0.3, 0.1], [-0.5, 0.3, 0.0], [-0.6, -0.1, -0.1], [-0.4, -0.3, 0.2], [0.3, -0.4, 0.6], [0.5, -0.1, -0.5], [-0.3, -0.3, -1.2], [0.6, 0.8, -0.4], [0.7, 0.2, -0.3], [-0.8, 0.2, 0.8], [-0.1, -0.3, 0.5], [0.3, 0.0, -0.1], [0.1, 0.2, 0.1], [0.0, -0.2, 0.2], [-0.7, 0.0, 0.6], [-0.2, -0.1, 0.2], [-0.6, -0.5, 0.0], [0.8, -0.2, -0.1], [0.1, 0.5, 0.0], [-0.5, -0.2, -0.9], [0.8, -0.3, 1.0], [0.3, -0.8, 0.3], [0.4, -0.2, -0.1], [-0.1, -0.1, 0.0], [-0.4, 0.2, 0.0], [-0.1, 0.3, -0.1], [-0.1, 0.4, -0.1], [-0.2, 0.0, 0.0], [-0.4, -0.1, -0.4], [0.5, 0.3, 0.1], [-0.4, 0.5, 0.8], [-0.2, 0.0, -0.5], [1.1, -1.2, 0.8], [0.7, -0.1, -1.3], [-0.7, 0.2, -0.5], [0.1, 0.7, 1.6], [1.1, -0.3, -0.9], [0.7, 0.4, 0.6], [-1.1, -0.3, 0.0], [-0.1, 0.4, 0.5], [-0.1, -0.6, -0.1], [0.3, -0.4, -0.6], [-0.5, 0.3, 0.0], [-0.2, -0.1, 0.4], [0.0, 0.3, -0.1], [-0.4, 0.6, -0.2], [-0.3, 0.4, 0.1], [0.1, -0.3, 0.1], [-0.4, -0.8, 0.1], [0.1, 0.8, -0.1], [0.2, -0.2, -0.2], [-0.2, -0.2, 0.0], [-0.1, -0.1, -0.2], [0.3, 0.0, -0.1], [0.0, 0.6, -0.3], [0.4, -0.2, 0.1], [-0.4, 0.6, -0.8], [1.3, 0.4, 0.7], [-1.1, 0.2, -1.4], [0.1, 0.2, 1.4], [0.5, -1.7, -1.6], [0.4, 0.7, 0.4], [0.3, -0.1, 0.0], [0.3, -0.1, 0.0], [-0.3, -0.4, 0.1], [0.0, 0.0, 0.2], [0.0, -0.2, 0.5], [-0.1, -0.1, -0.2], [-0.1, 0.2, -0.7], [-0.2, -0.5, 0.5], [0.1, -0.4, 0.2], [-0.3, 0.0, 0.2], [-0.1, -0.2, 0.1], [-0.1, 0.4, 0.5], [-0.2, 0.5, 0.0], [-0.1, 0.1, -0.1], [-0.2, 0.0, -0.1], [-0.2, -0.2, 0.3]], "mulliken_charge": [0.586, -0.745, -0.411, -0.116, 0.273, 0.137, 0.195, 0.149, 0.630, -0.776, -0.287, -0.595, 0.172, 0.255, 0.227, 0.286, 0.279, -0.643, -0.207, -0.227, 0.208, 0.142, 0.191, 0.167, -1.331, 0.624, -1.230, -0.555, 0.473, 0.099, 0.409, 0.303, 0.449, 0.091, 0.376, 0.288, -0.713, 0.491, -1.190, -0.571, 0.355, 0.237, -0.045, 0.224, 0.241, 0.265, 0.383, 0.344, -0.273, 1.962, -1.022, -0.481, -0.447, 0.226, 0.093, -0.663, 0.192, -0.074, 0.308, 0.207, -1.433, 0.711, -1.160, -0.579, 0.262, 0.403, 0.463, 0.120, 0.321, 0.152, 0.362, 0.333, -0.728, -0.257, -0.839, -0.027, -0.288, -0.794, 0.061, -0.377, -0.633, 0.215, 0.298, 0.276, 0.481, 0.397, -0.019, 0.234, 0.334, 0.140, 0.408, -0.166, 0.535, 0.284, 0.174, 0.295, -0.732, -0.178, 0.102, -0.935, 0.022, -0.863, -0.160, -0.362, -0.602, 0.103, 0.363, 0.299, 0.364, -0.079, 0.290, 0.250, 0.292, 0.399, 0.400, -0.068, 0.455, 0.186, 0.285, 0.282]}